Entry 1:
The following is a DFT calculation (ωB97M-V/def2-TZVPD) of a molecular structure, C28H63N5O9S at a distorted geometry.

The value obtained for the HOMO-LUMO gap is 9.263 eV. As for the LUMO energy: 0.01624 Eh. For the total energy, the calculation gives -66765.3914 eV.

Last column: Löwdin charge in e.
Geometry (Å):
1 S 1.54 5.13 0.94  0.6929
2 O 1.15 -6.94 3.80  -0.1904
3 O 2.39 5.78 -0.31  -0.1937
4 O 0.64 -0.14 0.09  -0.1862
5 O -3.38 3.64 -7.15  -0.1888
6 O 2.88 -2.48 4.77  -0.2341
7 O 0.57 4.18 0.42  -0.2495
8 O 2.29 4.37 1.92  -0.2408
9 O -3.98 -0.86 -5.76  -0.2032
10 O 0.98 6.59 1.48  -0.2056
11 N -4.59 4.86 -4.85  0.0391
12 N -5.47 -3.14 -6.68  0.0370
13 N 4.37 -3.10 7.14  0.0425
14 N 3.48 -5.26 3.81  0.0538
15 N 2.97 1.54 0.10  0.0554
16 C 0.87 -1.49 -0.26  -0.1072
17 C -4.08 3.49 -4.76  -0.4309
18 C 1.67 -1.77 4.97  -0.0973
19 C 1.39 6.70 -0.86  -0.1477
20 C 2.71 0.65 1.23  -0.4240
21 C -3.99 2.82 -6.15  -0.1996
22 C -2.76 3.50 -4.00  -0.0672
23 C -1.65 6.97 -1.18  -0.0382
24 C 0.51 7.36 0.32  -0.1849
25 C 3.64 -0.56 1.14  -0.0671
26 C -1.68 6.22 1.21  -0.0269
27 C -1.96 3.61 -7.14  -0.1063
28 C 4.15 -7.36 4.85  -0.0707
29 C -3.99 -3.96 -4.93  -0.0733
30 C -0.97 6.85 0.11  -0.1662
31 C 1.73 -6.54 5.03  -0.2009
32 C 1.22 0.26 1.33  -0.1946
33 C -4.06 -3.29 -6.30  -0.4317
34 C 1.38 -8.29 3.44  -0.1085
35 C -3.04 5.72 1.02  -0.0573
36 C -3.00 6.49 -1.40  -0.0662
37 C 3.22 -6.16 4.94  -0.4294
38 C 3.59 -0.81 7.41  -0.0717
39 C -3.82 -0.77 -4.36  -0.0968
40 C -3.30 -1.95 -6.37  -0.2042
41 C 4.06 -1.74 5.07  -0.1961
42 C -3.66 5.85 -0.28  -0.0842
43 C 4.44 -1.75 6.57  -0.4247
44 H -4.31 -5.00 -5.00  0.0764
45 H 1.79 -1.59 -0.82  0.0742
46 H -5.51 4.84 -5.28  0.0726
47 H 1.17 -5.66 5.34  0.1194
48 H 1.39 -8.95 4.32  0.0900
49 H -5.85 -2.38 -6.12  0.0688
50 H -4.64 -3.47 -4.20  0.0637
51 H 2.92 -4.42 3.93  0.0462
52 H -2.28 -2.04 -5.97  0.1188
53 H -1.57 2.63 -6.87  0.0914
54 H 0.92 -2.19 4.31  0.0868
55 H -2.27 2.52 -4.04  0.0762
56 H -3.44 6.62 -2.41  0.0964
57 H -5.51 -2.78 -7.63  0.0717
58 H 3.38 -1.32 1.88  0.0689
59 H 4.67 -0.25 1.33  0.0775
60 H -4.02 5.35 -5.54  0.0698
61 H -2.82 -1.09 -4.04  0.0940
62 H -1.62 3.85 -8.15  0.0869
63 H 3.99 -0.72 4.68  0.1169
64 H 4.86 -2.24 4.52  0.1248
65 H 2.31 -8.39 2.88  0.0740
66 H -2.06 4.24 -4.39  0.0636
67 H 1.05 -0.50 2.10  0.1048
68 H 0.82 6.06 -1.58  0.1292
69 H 2.97 1.18 2.15  0.1332
70 H 3.45 -3.48 6.91  0.0580
71 H 0.56 -8.61 2.79  0.0864
72 H -3.50 1.84 -6.09  0.1055
73 H 0.05 -1.81 -0.91  0.0833
74 H -3.58 -3.97 -7.01  0.1345
75 H -1.25 6.09 2.23  0.1156
76 H 4.14 -7.82 3.86  0.0634
77 H -1.08 7.45 -2.02  0.1086
78 H 0.64 8.46 0.40  0.1679
79 H -4.70 5.44 -0.38  0.1020
80 H -4.79 2.90 -4.17  0.1316
81 H 2.41 2.38 0.22  0.0369
82 H -3.95 0.27 -4.07  0.0731
83 H 3.49 0.17 6.94  0.0790
84 H 1.32 -1.90 6.00  0.0763
85 H 3.47 -5.63 5.86  0.1179
86 H 0.88 -2.14 0.62  0.0888
87 H 1.56 -7.31 5.80  0.1187
88 H -2.93 3.74 -2.95  0.0678
89 H 2.57 1.10 -0.73  0.0726
90 H 2.58 -1.20 7.60  0.0636
91 H -1.57 4.38 -6.47  0.0725
92 H 3.63 -1.02 0.15  0.0642
93 H -3.54 5.21 1.87  0.1023
94 H 5.01 -3.70 6.63  0.0698
95 H 5.18 -7.05 5.04  0.0747
96 H -3.20 -1.68 -7.42  0.1211
97 H -2.97 -3.95 -4.54  0.0782
98 H 0.67 1.15 1.64  0.1224
99 H 5.47 -1.40 6.64  0.1363
100 H 1.93 7.41 -1.54  0.1395
101 H 4.05 -0.66 8.39  0.0761
102 H -5.01 2.64 -6.50  0.1250
103 H 1.78 -0.70 4.74  0.0896
104 H -4.58 -1.36 -3.85  0.0770
105 H 3.08 -5.70 2.98  0.0712
106 H 3.89 -8.12 5.58  0.0780

Entry 2:
The following is a DFT calculation (ωB97M-V/def2-TZVPD) of a molecular structure, C28H64Cl10N2O10P2 at a distorted geometry.

The value obtained for the HOMO-LUMO gap is 9.132 eV. As for the LUMO energy: 0.00494 Eh. For the total energy, the calculation gives -197331.2408 eV.

Last column: Löwdin charge in e.
Geometry (Å):
1 Cl 2.09 1.53 -0.33  0.6602
2 Cl -3.07 -3.78 -2.70  0.5537
3 Cl -2.00 -0.29 1.87  0.6623
4 Cl 3.67 -2.85 -5.32  0.5669
5 Cl 0.64 -1.50 -1.01  0.6484
6 Cl -0.61 -2.71 -4.82  0.6828
7 Cl 2.48 -0.02 -3.99  0.6529
8 Cl -4.49 -1.37 -0.05  0.5703
9 Cl 1.05 -5.79 -3.85  0.5352
10 Cl 0.21 -5.21 -0.28  0.5852
11 P -1.13 1.86 -3.94  0.4757
12 P 1.99 1.02 6.80  0.3942
13 O -2.51 2.57 -3.47  -0.2025
14 O -2.00 2.92 2.31  -0.0064
15 O -1.39 1.52 -5.46  -0.1891
16 O -0.71 0.67 -3.16  -0.2672
17 O -0.14 3.11 -3.88  -0.1691
18 O 2.65 -0.15 7.65  -0.1562
19 O 3.18 -4.54 3.30  0.0061
20 O 0.44 0.89 7.10  -0.1745
21 O 2.11 0.50 5.27  -0.2069
22 O 2.58 2.34 7.05  -0.2279
23 N -0.83 3.36 0.44  -0.1564
24 N 1.01 -3.95 3.55  -0.1786
25 C 2.04 4.10 -4.06  -0.0496
26 C -0.54 1.48 6.23  -0.2525
27 C 3.61 -0.99 4.09  -0.0591
28 C 0.99 -4.29 4.95  -0.0491
29 C 0.37 1.09 -0.12  -0.6681
30 C -1.03 0.50 5.19  -0.0845
31 C -0.56 3.32 -6.94  -0.0691
32 C -0.09 -3.15 3.00  -0.0662
33 C -1.53 2.36 -0.36  -0.1041
34 C 2.05 -0.62 -5.61  -0.6294
35 C -3.65 1.65 -3.47  -0.2405
36 C 2.04 -1.44 7.63  -0.2816
37 C 3.18 -1.41 -6.23  -0.6604
38 C -1.73 2.50 -6.48  -0.2313
39 C -2.14 -1.95 -4.48  -0.6591
40 C -0.07 0.12 -1.18  -0.6833
41 C 1.64 -4.93 -1.25  -0.6874
42 C 2.93 -2.45 8.31  -0.0664
43 C 1.25 2.86 -3.70  -0.3124
44 C 2.14 -4.10 2.84  -0.3608
45 C 1.37 -4.47 -2.70  -0.7116
46 C 3.37 0.41 4.60  -0.2642
47 C 0.28 3.99 -0.24  -0.0657
48 C -1.20 3.62 1.70  -0.2850
49 C -4.87 2.52 -3.24  -0.0588
50 C -2.58 -2.09 -3.04  -0.6642
51 C -3.69 0.25 2.08  -0.6046
52 C -4.48 0.21 0.79  -0.6394
53 H 4.18 0.65 5.29  0.1181
54 H -0.63 4.46 2.13  0.1444
55 H 0.19 -2.10 3.04  0.0644
56 H 1.59 -3.60 5.57  0.0637
57 H 3.11 3.92 -4.14  0.0865
58 H 1.49 2.64 -2.65  0.0664
59 H -3.66 1.28 2.43  0.0579
60 H 0.84 4.69 0.38  0.1061
61 H -4.19 -0.38 2.80  0.0768
62 H 0.31 2.75 -7.26  0.0856
63 H -0.88 3.80 -7.87  0.0873
64 H 2.82 -1.24 3.37  0.0704
65 H 3.99 -2.28 8.11  0.0838
66 H -2.03 -0.91 -4.76  0.0379
67 H 0.55 -3.76 -2.68  -0.0262
68 H 0.20 0.73 0.89  0.0629
69 H -1.29 1.94 6.88  0.1206
70 H -5.81 2.06 -3.53  0.0838
71 H 2.22 -4.13 -0.81  0.0509
72 H -5.52 0.45 0.99  0.0753
73 H 1.91 0.27 -6.22  0.0696
74 H 0.24 0.51 -2.15  -0.0251
75 H -1.95 0.89 4.76  0.0639
76 H 1.08 -1.47 8.14  0.1214
77 H -0.15 2.38 5.75  0.1197
78 H -0.34 4.15 -6.28  0.0677
79 H 2.04 -3.77 1.79  0.1189
80 H 1.88 -1.73 6.59  0.0834
81 H -2.17 1.94 -7.30  0.1225
82 H 2.95 -1.70 -7.25  0.0752
83 H -3.41 -1.47 -2.70  0.0192
84 H 4.59 -1.04 3.63  0.0887
85 H -0.97 1.44 -0.50  -0.0180
86 H -1.01 -3.41 3.52  0.0864
87 H -0.03 -4.16 5.32  0.0857
88 H -4.18 0.94 0.04  0.0372
89 H -1.15 -0.02 -1.26  0.0685
90 H 2.28 -5.82 -1.27  0.0698
91 H -4.85 3.42 -3.86  0.0826
92 H 1.03 3.21 -0.43  -0.0363
93 H 1.35 -5.28 5.23  0.0942
94 H 3.46 -1.76 4.84  0.0695
95 H -0.16 2.04 -0.19  -0.0552
96 H -2.58 3.09 -6.12  0.1202
97 H -1.78 -1.84 -2.35  0.0229
98 H -2.93 -2.38 -5.09  0.0729
99 H -2.44 1.98 0.10  0.0833
100 H -4.94 2.79 -2.19  0.0762
101 H 3.40 1.17 3.82  0.1211
102 H 2.28 -3.95 -2.99  0.0369
103 H -0.33 -3.45 1.98  0.0478
104 H 2.68 -3.47 7.99  0.0730
105 H 4.06 -0.77 -6.34  0.0662
106 H 1.73 4.39 -5.07  0.0672
107 H 1.56 2.04 -4.35  0.0299
108 H -1.34 -0.47 5.60  0.0832
109 H 1.84 4.93 -3.38  0.0785
110 H -0.23 0.44 4.45  0.0558
111 H 0.02 4.43 -1.20  0.0969
112 H 2.79 -2.48 9.39  0.0763
113 H -1.90 2.85 -1.25  0.1116
114 H 1.11 -1.17 -5.53  -0.0139
115 H -3.69 1.24 -4.48  0.1143
116 H -3.53 0.85 -2.75  0.1030

Entry 3:
The following is a DFT calculation (ωB97M-V/def2-TZVPD) of 4 unconnected molecules or ions with the total composition C28H64ClN5O15P3 at a distorted geometry.

The value obtained for the HOMO-LUMO gap is 9.419 eV. As for the LUMO energy: -0.06908 Eh. As for the total charge: +1. For the total energy, the calculation gives -108620.8438 eV.

Last column: Löwdin charge in e.
Geometry (Å):
1 Cl 4.33 2.88 5.08  0.7227
2 P -1.06 0.90 -10.70  0.4491
3 P -2.52 6.07 -5.31  0.4463
4 P 2.43 -6.79 5.91  0.4478
5 O 2.24 -5.36 5.59  -0.2469
6 O 0.23 2.89 -0.84  -0.1983
7 O -0.29 3.33 5.20  0.0387
8 O -1.36 6.60 -6.32  -0.2755
9 O -3.07 4.98 -6.33  -0.2267
10 O -2.59 1.07 -11.21  -0.2154
11 O 4.95 1.47 7.14  0.0804
12 O -2.95 7.58 -4.85  -0.2159
13 O 3.47 -7.35 4.81  -0.2114
14 O -0.81 2.01 -9.77  -0.2388
15 O 3.43 -7.04 7.16  -0.2712
16 O 1.14 -7.33 6.67  -0.2228
17 O -2.00 5.42 -4.11  -0.2418
18 O -0.43 1.14 -12.18  -0.2785
19 O -0.08 -0.31 -10.35  -0.2284
20 N -0.64 2.00 5.13  0.0269
21 N 0.20 -0.24 5.15  0.0755
22 N 1.62 1.44 5.39  0.2218
23 N 1.48 -0.73 5.22  0.0348
24 N -3.33 0.78 4.15  0.0166
25 C 0.20 -3.17 0.41  -0.1882
26 C -1.03 -1.01 5.00  -0.0871
27 C -0.15 7.12 -5.76  -0.0996
28 C -0.81 -2.16 -0.15  -0.1818
29 C 4.56 -6.18 7.33  -0.0923
30 C 3.76 0.18 5.54  -0.0616
31 C 3.44 -8.75 4.44  -0.0744
32 C -0.91 3.33 -1.57  -0.0830
33 C 2.29 0.30 5.38  -0.2538
34 C 1.28 -0.25 -10.80  -0.0836
35 C 1.08 -2.92 2.82  -0.2019
36 C -0.16 0.86 1.01  -0.1879
37 C -2.14 4.26 -7.15  -0.0752
38 C 4.40 1.45 6.09  -0.7995
39 C 1.24 -2.54 1.35  -0.2029
40 C -2.17 -0.48 5.89  -0.1581
41 C 0.99 -7.05 8.07  -0.0765
42 C -0.44 2.47 -12.71  -0.0965
43 C -0.25 2.30 1.51  -0.1638
44 C 1.87 -2.14 5.12  -0.0856
45 C -3.44 -0.36 5.07  -0.2543
46 C 0.34 1.09 5.23  -0.2858
47 C -1.51 0.21 0.65  -0.1961
48 C -4.00 8.27 -5.56  -0.0889
49 C -3.34 -0.09 -11.63  -0.0879
50 C 0.21 3.37 0.48  -0.2330
51 C 2.25 -2.43 3.65  -0.1551
52 C -1.51 -1.29 0.93  -0.2030
53 H 0.14 -2.46 3.16  0.0750
54 H -2.56 -1.59 0.95  0.1079
55 H -1.25 2.56 1.88  0.1022
56 H 2.58 -1.48 3.21  0.1116
57 H 0.50 2.61 -13.25  0.0874
58 H -0.89 2.91 -2.57  0.0887
59 H 0.42 2.39 2.37  0.0827
60 H -0.85 -2.04 5.27  0.1250
61 H 0.04 3.55 4.32  0.1042
62 H -1.12 -1.47 1.94  0.0629
63 H -4.32 -0.29 5.70  0.1210
64 H -0.52 3.21 -11.92  0.0813
65 H -0.44 4.24 0.58  0.1162
66 H 1.27 -1.46 1.23  0.0932
67 H 0.76 -3.57 -0.44  0.1079
68 H 1.21 -6.01 8.28  0.0920
69 H 4.25 -0.14 4.62  0.1400
70 H 2.22 -2.91 1.06  0.1175
71 H 3.64 -9.39 5.31  0.0925
72 H -1.32 -0.98 3.95  0.0969
73 H 1.71 0.73 -10.60  0.0949
74 H -2.36 -1.22 6.67  0.1200
75 H 1.21 3.71 0.73  0.1194
76 H 5.45 -6.66 6.94  0.0891
77 H -1.29 3.92 -6.57  0.0953
78 H 2.71 -2.35 5.76  0.1228
79 H -0.38 -1.51 -0.91  0.1140
80 H -1.60 -2.73 -0.63  0.1065
81 H 4.41 -5.23 6.82  0.0746
82 H -1.94 0.44 6.40  0.1096
83 H -3.72 8.41 -6.61  0.0902
84 H 4.21 -8.91 3.70  0.0902
85 H 2.47 -9.02 4.01  0.0878
86 H -4.25 1.04 3.83  0.0876
87 H -2.67 3.41 -7.56  0.0889
88 H -0.05 -7.26 8.30  0.0944
89 H 1.81 -1.01 -10.23  0.0918
90 H 0.67 6.78 -6.39  0.0875
91 H 1.06 -2.80 5.40  0.1141
92 H 1.35 -0.49 -11.86  0.0879
93 H -3.44 -0.80 -10.81  0.0856
94 H 0.00 6.75 -4.74  0.0795
95 H -0.90 4.41 -1.65  0.0832
96 H -0.33 -4.01 0.85  0.1130
97 H -2.32 0.69 1.20  0.0890
98 H -4.33 0.25 -11.92  0.0878
99 H 1.62 -7.70 8.67  0.0911
100 H -4.94 7.72 -5.50  0.0856
101 H 0.51 0.76 0.16  0.1176
102 H 4.68 -6.00 8.39  0.0899
103 H -2.86 -0.57 -12.48  0.0902
104 H -1.81 2.95 -1.07  0.0871
105 H 3.95 -0.58 6.30  0.1318
106 H -1.61 1.76 4.95  0.1090
107 H -1.27 2.58 -13.41  0.0858
108 H -1.80 4.88 -7.98  0.0889
109 H -1.75 0.35 -0.41  0.1155
110 H 0.24 0.26 1.83  0.0814
111 H -3.57 -1.29 4.50  0.1176
112 H 3.10 -3.11 3.59  0.1242
113 H 0.93 -3.99 2.92  0.1237
114 H -0.18 8.21 -5.75  0.0851
115 H -4.12 9.24 -5.10  0.0871
116 H -2.80 0.51 3.33  0.0456

Entry 4:
The following is a DFT calculation (ωB97M-V/def2-TZVPD) of a molecular structure, C28H65AsF9O22SV2 at a distorted geometry.

The value obtained for the HOMO-LUMO gap is 6.542 eV. As for the LUMO energy: -0.00099 Eh. As for the total charge: -1. For the total energy, the calculation gives -222641.7472 eV.

Last column: Löwdin charge in e.
Geometry (Å):
1 As -0.88 -1.18 -0.65  0.7529
2 V -1.80 -1.49 -4.47  0.9026
3 V -3.13 -3.87 -1.64  1.0249
4 S -4.73 -1.23 -3.08  0.3642
5 F 0.24 -2.42 -1.07  -0.2107
6 F -1.62 -1.35 -2.27  -0.2858
7 F 4.83 -5.98 4.12  0.1683
8 F -2.04 -2.40 -0.12  -0.2525
9 F 4.20 -8.05 4.06  0.1674
10 F 0.19 0.04 -1.22  -0.2028
11 F 3.22 -6.67 5.40  0.1644
12 F -2.05 -0.02 -0.27  -0.1650
13 F -0.14 -1.09 0.89  -0.2114
14 O -4.08 -4.50 -0.52  -0.2770
15 O 2.02 -5.44 3.46  0.0388
16 O 0.79 4.59 -2.01  -0.1695
17 O -3.78 -1.17 -4.28  -0.4137
18 O -5.99 -1.74 -3.58  -0.3153
19 O -4.73 0.86 3.52  -0.1799
20 O -5.45 4.75 -1.71  -0.1715
21 O 1.33 0.18 4.68  -0.1698
22 O 5.08 -0.65 -0.68  -0.1825
23 O -1.32 -0.01 -4.42  -0.2620
24 O 3.98 2.07 -0.05  -0.1822
25 O -3.46 3.21 -2.57  -0.1578
26 O 1.06 -0.60 -5.79  -0.1882
27 O -1.35 3.69 -0.30  -0.1776
28 O 4.24 0.84 6.67  -0.1904
29 O 0.03 -2.70 -4.09  -0.2885
30 O -4.82 0.08 -2.50  -0.2738
31 O 2.76 -6.98 2.00  0.1703
32 O -4.22 -2.24 -2.04  -0.4524
33 O -2.84 -1.58 3.90  -0.1623
34 O -1.73 -4.58 -1.57  -0.3330
35 O -1.71 -2.04 -5.95  -0.3171
36 C -4.69 5.27 -2.77  -0.2197
37 C -3.92 0.22 2.56  -0.2112
38 C -2.18 3.66 0.82  -0.1085
39 C -6.12 5.75 -0.97  -0.1167
40 C 3.77 -6.79 4.19  -0.5499
41 C 2.77 -6.44 3.07  -0.4096
42 C -5.74 1.65 2.93  -0.1043
43 C 1.19 -4.81 2.47  -0.1858
44 C 2.69 0.40 4.95  -0.2120
45 C 4.51 1.00 8.05  -0.1148
46 C 3.44 0.82 0.32  -0.1997
47 C 2.86 0.82 6.39  -0.2186
48 C 1.20 4.31 -3.34  -0.1038
49 C -2.68 -0.38 3.22  -0.2313
50 C 2.00 -4.01 1.44  -0.0476
51 C 5.38 2.17 0.00  -0.1127
52 C -2.33 2.48 -3.01  -0.0944
53 C 1.14 -0.76 3.65  -0.1071
54 C 0.01 3.65 0.05  -0.2140
55 C 1.92 -1.33 -4.97  -0.2153
56 C -3.34 4.57 -2.86  -0.2324
57 C 1.67 0.55 -6.34  -0.0865
58 C 0.33 -4.06 -4.34  -0.0611
59 C -2.94 -2.73 3.10  -0.0961
60 C 3.72 -0.34 -0.59  -0.2303
61 C 1.22 -1.92 -3.78  -0.1650
62 C 0.84 3.45 -1.19  -0.2255
63 C 5.30 -1.82 -1.44  -0.0962
64 H 0.50 -5.50 1.99  0.1320
65 H -4.49 -0.59 2.09  0.1357
66 H 3.12 -1.20 -0.22  0.1236
67 H 0.90 -1.20 -3.04  0.0923
68 H -0.59 -4.63 -4.46  0.0922
69 H 0.93 1.14 -6.87  0.0938
70 H 1.87 3.19 -0.90  0.1170
71 H 1.31 -3.31 0.98  0.0515
72 H 1.94 -2.56 -3.27  0.1289
73 H -2.21 0.35 3.89  0.1326
74 H 2.10 1.16 -5.54  0.0860
75 H 2.35 0.95 0.29  0.1131
76 H 0.69 5.05 -3.96  0.0873
77 H -2.63 5.03 -2.16  0.1211
78 H 3.03 1.21 4.29  0.1299
79 H 4.72 -2.65 -1.01  0.0860
80 H -5.31 2.39 2.24  0.0813
81 H -5.45 6.53 -0.60  0.0836
82 H -3.56 0.89 1.77  0.1065
83 H 0.19 2.82 0.74  0.1243
84 H 3.25 -0.18 -1.58  0.1275
85 H -2.49 -3.60 3.58  0.0813
86 H 2.71 -0.69 -4.56  0.1243
87 H -5.23 5.16 -3.72  0.1243
88 H 5.85 1.69 -0.87  0.0803
89 H 0.89 -4.18 -5.27  0.1021
90 H 1.66 -0.46 2.73  0.0770
91 H 2.32 0.18 7.10  0.1296
92 H 0.59 -4.08 3.01  0.1138
93 H 2.44 1.84 6.45  0.1321
94 H 1.44 -1.79 3.92  0.0874
95 H -2.37 2.32 -4.10  0.0891
96 H -2.89 4.74 -3.86  0.1249
97 H 4.08 1.92 8.46  0.0874
98 H -6.19 2.20 3.76  0.0824
99 H -4.51 6.35 -2.66  0.1159
100 H 2.29 4.29 -3.43  0.0843
101 H -3.21 3.60 0.48  0.0905
102 H 0.32 4.54 0.63  0.1319
103 H -6.63 5.22 -0.17  0.0851
104 H -1.96 -0.39 2.39  0.0889
105 H -1.42 3.04 -2.80  0.0614
106 H 4.89 -1.73 -2.45  0.0816
107 H -2.03 2.75 1.44  0.0792
108 H -2.47 -2.66 2.12  0.0648
109 H 6.37 -2.01 -1.48  0.0874
110 H 2.77 -3.48 2.01  0.0860
111 H 0.87 -4.47 -3.49  0.1011
112 H 5.69 3.21 -0.01  0.0847
113 H -6.48 1.03 2.44  0.0898
114 H 2.45 -2.09 -5.57  0.1327
115 H -6.83 6.26 -1.63  0.0848
116 H 4.15 0.11 8.58  0.0878
117 H 0.08 -0.80 3.42  0.0655
118 H 2.40 -4.70 0.70  0.0755
119 H 0.40 2.55 -1.63  0.1067
120 H -2.07 4.52 1.49  0.0902
121 H 2.46 0.25 -7.04  0.0890
122 H 5.78 1.69 0.91  0.0919
123 H -2.37 1.51 -2.52  0.0690
124 H 5.59 1.04 8.16  0.0842
125 H 3.30 -0.48 4.73  0.1263
126 H 3.72 0.59 1.35  0.1237
127 H 0.81 3.34 -3.66  0.0765
128 H -4.01 -2.92 2.96  0.0906

What is the LUMO in the first record?
0.01624 Eh